{"formula": "C3H3MgO3", "method": "the ωB97M-V functional and the def2-TZVPD basis", "elements": ["O", "Mg", "O", "C", "O", "C", "C", "H", "H", "H"], "xyz": [[-0.30, -1.09, 0.51], [2.79, 0.79, 0.41], [1.04, 0.55, -0.27], [0.02, -0.16, -0.19], [-1.07, 0.44, -0.97], [-2.29, 0.26, -0.60], [-2.61, -0.18, 0.72], [-3.03, 0.32, -1.40], [-3.17, 0.50, 1.36], [-2.59, -1.21, 1.08]], "spin_multiplicity": 2, "charge": 2, "de_lowest_kj_mol": 21.6, "e_tot_ha": -541.1543, "gap_ev": [5.1141, 7.3007]}

=====

{"formula": "C9H14Cl3N6O10V", "method": "the ωB97M-V functional and the def2-TZVPD basis", "elements": ["V", "O", "C", "O", "C", "O", "C", "C", "O", "O", "H", "H", "H", "H", "H", "N", "N", "C", "N", "N", "N", "O", "O", "H", "H", "H", "H", "H", "Cl", "C", "Cl", "Cl", "C", "N", "O", "C", "O", "H", "C", "O", "H", "H", "H"], "xyz": [[-0.49, 0.67, -0.69], [1.78, -2.67, -2.14], [1.57, -1.63, -1.37], [0.45, -1.17, -1.20], [2.83, -1.15, -0.69], [2.62, 0.02, 0.04], [2.96, 1.21, -0.68], [2.10, 1.39, -1.92], [2.57, 1.40, -3.02], [0.79, 1.53, -1.69], [0.96, -2.95, -2.56], [3.12, -1.95, -0.01], [3.62, -1.06, -1.45], [2.80, 2.03, 0.01], [4.01, 1.18, -0.99], [-2.20, -0.66, 1.96], [-2.99, -1.58, 1.28], [-3.09, -1.58, -0.05], [-3.95, -2.43, -0.60], [-2.27, -0.76, -0.74], [-2.30, -0.74, -2.09], [-1.44, 0.03, -2.55], [-3.03, -1.38, -2.79], [-1.42, -1.12, 2.40], [-2.77, -0.14, 2.61], [-3.52, -2.27, 1.80], [-4.58, -2.96, -0.02], [-4.05, -2.46, -1.60], [3.36, 0.98, 3.27], [3.17, -0.76, 3.52], [4.40, -1.65, 2.62], [3.28, -1.14, 5.24], [1.83, -1.16, 3.05], [0.78, -1.46, 2.71], [-2.26, 4.19, -1.03], [-1.55, 3.28, -1.32], [-1.66, 2.05, -0.76], [-0.74, 3.35, -2.08], [-0.18, 1.83, 2.00], [-0.05, 0.91, 0.94], [0.71, 2.46, 2.04], [-0.26, 1.28, 2.94], [-1.06, 2.46, 1.84]], "spin_multiplicity": 2, "charge": 1, "de_lowest_kj_mol": 9.7, "e_tot_ha": -3756.6067, "gap_ev": [8.2173, 8.9433]}

=====

{"formula": "C5H20AgCl2N8O5", "method": "the ωB97M-V functional and the def2-TZVPD basis", "elements": ["Ag", "Cl", "Cl", "C", "O", "H", "H", "H", "H", "C", "O", "N", "N", "H", "H", "H", "H", "C", "O", "N", "N", "H", "H", "H", "H", "C", "O", "N", "N", "H", "H", "H", "H", "C", "O", "N", "N", "H", "H", "H", "H"], "xyz": [[-0.48, -0.50, 0.33], [1.58, 0.29, -3.90], [-1.50, -1.50, 4.65], [-4.90, -4.18, -0.90], [-3.64, -3.68, -1.34], [-5.66, -3.76, -1.55], [-4.96, -5.26, -1.05], [-5.10, -3.89, 0.13], [-3.73, -3.70, -2.29], [3.19, -5.83, 0.87], [2.50, -5.11, 0.26], [4.01, -6.74, 0.38], [3.21, -5.92, 2.16], [4.49, -7.35, 1.02], [4.01, -6.92, -0.62], [2.73, -5.17, 2.64], [3.83, -6.62, 2.54], [-5.81, 2.34, -2.13], [-4.89, 1.70, -1.53], [-6.62, 3.26, -1.61], [-6.29, 1.96, -3.25], [-6.63, 3.74, -0.72], [-7.29, 3.57, -2.31], [-7.11, 2.35, -3.68], [-5.91, 1.17, -3.76], [0.02, 5.71, 0.08], [0.00, 4.58, 0.46], [-0.81, 6.59, 0.45], [0.82, 6.14, -0.83], [-1.60, 6.36, 1.04], [-0.65, 7.57, 0.27], [1.41, 5.37, -1.12], [0.50, 6.89, -1.42], [5.89, 0.64, 2.05], [4.74, 0.35, 1.84], [6.32, 1.85, 2.28], [6.92, -0.10, 1.89], [7.12, 1.88, 2.89], [5.59, 2.55, 2.35], [6.84, -1.01, 1.48], [7.82, 0.35, 1.96]], "spin_multiplicity": 2, "de_lowest_kj_mol": 864.6, "e_tot_ha": -2083.9406, "gap_ev": [3.9167, 1.9699]}

=====

Please write out number 2 again, unchanged.
{"formula": "C9H14Cl3N6O10V", "method": "the ωB97M-V functional and the def2-TZVPD basis", "elements": ["V", "O", "C", "O", "C", "O", "C", "C", "O", "O", "H", "H", "H", "H", "H", "N", "N", "C", "N", "N", "N", "O", "O", "H", "H", "H", "H", "H", "Cl", "C", "Cl", "Cl", "C", "N", "O", "C", "O", "H", "C", "O", "H", "H", "H"], "xyz": [[-0.49, 0.67, -0.69], [1.78, -2.67, -2.14], [1.57, -1.63, -1.37], [0.45, -1.17, -1.20], [2.83, -1.15, -0.69], [2.62, 0.02, 0.04], [2.96, 1.21, -0.68], [2.10, 1.39, -1.92], [2.57, 1.40, -3.02], [0.79, 1.53, -1.69], [0.96, -2.95, -2.56], [3.12, -1.95, -0.01], [3.62, -1.06, -1.45], [2.80, 2.03, 0.01], [4.01, 1.18, -0.99], [-2.20, -0.66, 1.96], [-2.99, -1.58, 1.28], [-3.09, -1.58, -0.05], [-3.95, -2.43, -0.60], [-2.27, -0.76, -0.74], [-2.30, -0.74, -2.09], [-1.44, 0.03, -2.55], [-3.03, -1.38, -2.79], [-1.42, -1.12, 2.40], [-2.77, -0.14, 2.61], [-3.52, -2.27, 1.80], [-4.58, -2.96, -0.02], [-4.05, -2.46, -1.60], [3.36, 0.98, 3.27], [3.17, -0.76, 3.52], [4.40, -1.65, 2.62], [3.28, -1.14, 5.24], [1.83, -1.16, 3.05], [0.78, -1.46, 2.71], [-2.26, 4.19, -1.03], [-1.55, 3.28, -1.32], [-1.66, 2.05, -0.76], [-0.74, 3.35, -2.08], [-0.18, 1.83, 2.00], [-0.05, 0.91, 0.94], [0.71, 2.46, 2.04], [-0.26, 1.28, 2.94], [-1.06, 2.46, 1.84]], "spin_multiplicity": 2, "charge": 1, "de_lowest_kj_mol": 9.7, "e_tot_ha": -3756.6067, "gap_ev": [8.2173, 8.9433]}